[1]
Formula: C46H53BN6O2PS3V
Source: the OMol25 dataset
Level of theory: wB97M-V/def2-TZVPD

Computed properties:
**Total charge**: +4
**Lowest unoccupied orbital energy (spin up / spin down)**: -13.04 / -12.24 eV
**HOMO (spin up / spin down)**: -18.725 / -18.676 eV
**HOMO-LUMO gap (spin up / spin down)**: 5.7 / 6.4 eV

Last column: Mulliken charge in e.
Element x y z (Å)
V 2.590 0.770 0.135  0.0041
S 3.219 -0.997 -1.328  -0.4146
S 0.589 1.289 -0.684  0.9221
S 1.947 -0.241 2.067  -0.3706
P 3.091 3.177 -0.030  1.1950
O 6.188 0.044 -0.085  -0.4123
O 4.172 0.825 0.674  0.1678
N 0.015 -2.963 -0.113  0.0844
N 0.962 -2.052 -0.405  0.1864
N -1.140 -0.742 -1.075  0.6229
N -0.620 -0.873 1.406  1.4819
N -1.945 -1.033 1.547  -0.9232
N -2.126 -1.453 -1.602  -0.3961
C 1.031 4.179 1.529  -0.0815
C 3.154 3.722 2.636  -0.6549
C -2.494 -0.732 2.708  -0.3658
C 2.794 3.257 -2.722  -0.7548
C -3.435 -2.863 -3.811  -1.4305
C 2.491 3.918 -1.526  1.3469
C 7.604 4.097 -0.072  -0.7034
C 2.622 4.177 3.828  -0.9473
C -1.284 -4.822 1.613  -1.5942
C 2.448 3.830 -3.932  -0.8175
C -0.320 -0.091 3.601  0.2898
C 1.811 5.070 -3.952  -0.5968
C -1.673 -0.280 3.761  -0.3707
C 1.478 -4.587 -0.845  -0.8126
C -4.651 -0.002 1.734  -1.4119
C -2.754 0.533 -2.731  -0.6462
C 1.313 4.648 3.868  -0.6502
C 2.365 3.743 1.475  1.2207
C -2.934 -0.831 -2.462  -0.5925
C 2.108 -2.269 -0.973  1.1742
C -0.844 0.525 -1.381  0.2487
C -1.684 1.247 -2.231  0.2921
C 0.204 -0.395 2.330  1.1969
C 1.862 5.164 -1.547  -0.5069
C -4.527 -0.529 4.180  -2.2552
C -4.051 -1.670 -3.067  2.3411
C 0.517 4.644 2.725  -0.9939
C 0.542 0.414 4.724  -1.7348
C -4.882 -0.851 -4.055  -2.2731
C -4.942 -2.151 -1.911  -1.3641
C 1.526 5.736 -2.768  -0.8400
C 6.634 5.083 -0.126  -0.7689
C -0.819 -5.247 0.214  1.9060
C 4.890 3.420 0.012  0.5448
C 2.407 -3.658 -1.232  0.3050
C -4.337 -2.376 2.492  -1.2601
C 5.885 2.426 0.073  0.8954
C -1.440 2.686 -2.584  -1.5610
C 7.231 2.763 0.020  -0.8287
C 5.282 4.747 -0.099  -0.8081
C 0.216 -4.257 -0.263  0.2200
C -0.232 -6.662 0.255  -2.2000
C 3.710 -4.037 -1.863  -1.8635
C -4.006 -0.908 2.793  2.0512
C 5.586 1.003 0.169  -0.2904
C -2.007 -5.194 -0.761  -1.6417
B -0.345 -1.451 0.022  -1.0075
H -1.738 -3.828 1.600  0.1387
H 1.060 6.712 -2.792  0.5117
H -5.730 -0.149 1.751  0.4708
H -4.235 -3.536 -4.119  0.4628
H 4.545 5.539 -0.170  0.4964
H -0.054 0.558 5.622  0.4380
H -2.908 -2.541 -4.711  0.3939
H -1.129 3.263 -1.714  0.3134
H -4.378 -2.751 -1.193  0.1436
H 3.326 2.311 -2.726  0.2902
H 8.652 4.363 -0.106  0.4704
H 1.559 5.528 -4.900  0.4789
H 3.810 -5.115 -1.944  0.4099
H -2.742 -5.933 -0.442  0.5168
H -0.983 -7.333 0.670  0.4159
H -4.273 -0.411 -4.848  0.5252
H -1.707 -5.442 -1.780  0.4553
H -5.457 -0.061 -3.567  0.4386
H -3.468 1.037 -3.370  0.7362
H -3.874 -3.050 3.217  0.3715
H -5.611 -0.635 4.189  0.4099
H 4.185 3.391 2.602  0.4803
H -4.136 -1.182 4.964  0.4568
H -2.341 3.132 -2.999  0.4837
H 1.005 1.366 4.455  0.2902
H -2.745 -3.424 -3.185  0.1184
H 6.923 6.123 -0.198  0.4939
H -5.416 -2.520 2.553  0.4780
H 7.976 1.979 0.062  0.5404
H 0.015 -7.040 -0.738  0.4870
H 3.783 -3.601 -2.863  0.4243
H -4.015 -2.660 1.488  0.0770
H 0.911 5.031 4.798  0.4718
H -4.292 -0.248 0.731  0.0970
H 4.541 -3.641 -1.274  0.4395
H -4.307 0.509 4.440  0.4787
H -5.746 -2.770 -2.311  0.4930
H 0.650 -6.727 0.895  0.5123
H -0.465 -4.838 2.336  0.4110
H 1.672 5.712 -0.635  0.5979
H -2.477 -4.207 -0.757  0.1894
H -2.042 -5.526 1.957  0.4921
H -2.122 -0.070 4.723  0.7173
H -4.457 1.054 1.933  0.3713
H -5.401 -1.313 -1.381  0.3156
H 2.695 3.331 -4.860  0.4911
H -0.647 2.762 -3.332  0.2890
H 0.408 4.162 0.646  0.4031
H 3.233 4.192 4.721  0.5089
H -0.497 5.018 2.768  0.5518
H 1.345 -0.288 4.954  0.4197
H 1.706 -5.635 -0.977  0.5641
H -5.600 -1.514 -4.537  0.4155

=====

[2]
Formula: BrClH4Si2
Source: the OMol25 dataset
Level of theory: wB97M-V/def2-TZVPD

Computed properties:
**Energy relative to the best compared isomer or geometry (same formula, charge and spin)**: 68.25 kcal/mol
**Total charge**: 0
**Lowest unoccupied orbital energy (spin up / spin down)**: -2.00 / -1.85 eV
**HOMO (spin up / spin down)**: -8.810 / -8.777 eV
**HOMO-LUMO gap (spin up / spin down)**: 6.8 / 6.9 eV

Last column: Mulliken charge in e.
Element x y z (Å)
Br -3.239 1.272 -0.187  -0.2276
Cl -2.035 -1.933 -0.075  -0.1718
Si 1.789 0.235 -0.385  0.2252
Si -1.568 -0.078 0.611  0.3572
H 1.656 0.531 -1.879  -0.0414
H 3.093 1.034 -0.080  -0.0582
H 2.177 -1.192 -0.072  -0.0411
H -1.872 0.130 2.068  -0.0423

=====

[3]
Formula: C3H5BrNS
Source: the OMol25 dataset
Level of theory: wB97M-V/def2-TZVPD

Computed properties:
**Energy relative to the best compared isomer or geometry (same formula, charge and spin)**: 50.74 kcal/mol
**Total charge**: +1
**Lowest unoccupied orbital energy**: -5.73 eV
**HOMO**: -14.601 eV
**HOMO-LUMO gap**: 8.9 eV

Last column: Mulliken charge in e.
Element x y z (Å)
Br 2.296 0.023 1.257  -0.0293
S 0.705 0.585 -1.633  0.0713
N -0.945 0.525 0.479  -0.0834
C -0.476 1.482 -0.429  0.0121
C 1.154 -0.617 -0.254  -0.2740
C -0.389 -0.877 0.248  -0.5566
H -1.615 0.807 1.249  0.3033
H -0.938 -1.242 -0.747  0.3658
H -0.723 2.629 -0.446  0.3748
H -0.623 -1.717 1.027  0.3712
H 1.554 -1.599 -0.751  0.4449

=====

[4]
Formula: C13H8FN2O4PdS2
Source: the OMol25 dataset
Level of theory: wB97M-V/def2-TZVPD

Computed properties:
**Energy relative to the best compared isomer or geometry (same formula, charge and spin)**: 73.33 kcal/mol
**Total charge**: -1
**Lowest unoccupied orbital energy**: 2.02 eV
**HOMO**: -4.657 eV
**HOMO-LUMO gap**: 6.7 eV

Last column: Mulliken charge in e.
Element x y z (Å)
Pd 1.337 -4.153 -0.305  0.6080
S -0.338 -2.071 -1.721  -0.1050
S 1.136 2.091 -2.465  1.2014
F 1.021 -6.034 -0.662  -0.7478
O 1.817 -2.247 0.275  -0.8872
O 2.517 2.101 -2.843  -0.6621
O 0.906 -0.941 1.844  -0.6177
O 0.165 2.676 -3.341  -0.6634
N 0.666 0.532 -2.096  -0.5019
N -0.395 -3.516 -0.920  -0.4386
C 0.935 2.709 -0.823  -0.1436
C 0.270 1.882 1.324  -0.1036
C -2.374 -1.603 0.666  -0.2712
C -0.148 -0.891 -0.308  2.3590
C 0.946 -1.430 0.729  0.7570
C 0.503 1.664 -0.027  0.4671
C 1.150 3.983 -0.345  -0.5895
C 0.364 0.415 -0.857  -0.7175
C 0.910 4.200 1.006  -0.4226
C -2.287 -3.048 0.592  -0.5171
C -1.383 -3.844 -0.025  -0.0299
C -1.490 -0.657 0.321  -1.0686
C 0.478 3.162 1.824  -0.9110
H -0.028 1.061 1.959  0.5224
H 1.491 4.777 -0.995  0.4137
H -1.796 0.374 0.459  0.3069
H -1.404 -4.913 0.171  0.4117
H -3.046 -3.581 1.153  0.2561
H 0.306 3.350 2.876  0.3783
H -3.294 -1.236 1.109  0.3359
H 1.065 5.186 1.427  0.3808

=====

[5]
Formula: C5H36NO15
Source: the OMol25 dataset
Level of theory: wB97M-V/def2-TZVPD

Computed properties:
**Energy relative to the best compared isomer or geometry (same formula, charge and spin)**: 41.38 kcal/mol
**Total charge**: -1
**Lowest unoccupied orbital energy**: 2.41 eV
**HOMO**: -6.647 eV
**HOMO-LUMO gap**: 9.1 eV

Last column: Mulliken charge in e.
Element x y z (Å)
O -0.858 2.384 2.466  -0.8657
O 1.711 -0.487 -0.272  -0.5020
O 1.930 -0.623 -3.057  -0.7151
O -3.489 -1.985 2.397  -0.7609
O 3.872 0.731 -0.924  -0.7434
O 1.640 2.537 -2.862  -0.6106
O -0.950 -2.894 -2.493  -0.7446
O 2.452 3.534 0.621  -0.7329
O -0.236 0.718 4.455  -0.7301
O -2.276 -3.006 0.075  -0.6418
O -2.681 0.537 2.317  -0.5392
O 1.319 1.120 1.227  -1.1387
O 3.648 -0.336 2.121  -0.6801
O -0.560 -2.031 2.126  -0.4894
O 0.867 -3.120 -0.512  -0.7259
N -2.586 -0.059 -3.437  -0.6631
C -2.193 1.337 -3.035  -1.1964
C 0.925 0.258 0.407  1.0623
C -0.988 1.336 -2.073  0.3899
C -1.321 1.148 -0.555  -0.4981
C -0.568 0.020 0.146  1.2831
H 1.562 3.486 0.998  0.3414
H -3.223 1.067 2.920  0.1750
H -3.199 -2.267 1.515  0.4361
H -1.916 -0.440 -4.087  0.2717
H 1.565 -0.116 -2.311  0.1358
H 2.339 2.766 -2.241  0.2955
H 3.045 0.379 -0.461  -0.0564
H -0.334 0.572 -2.465  -0.3835
H -1.984 -2.723 -0.814  0.2681
H -0.932 -0.108 1.156  -0.3285
H -0.279 -3.024 -1.795  0.4345
H 3.172 0.327 1.585  0.3585
H -0.308 1.634 4.117  0.4261
H -3.341 -0.104 2.000  0.3771
H -1.665 1.830 2.370  0.6100
H 3.529 1.596 -1.176  0.2949
H -0.757 -2.151 -3.059  0.2797
H -0.967 2.093 -0.141  0.4457
H 2.717 2.659 0.917  0.4581
H -0.701 2.382 -2.051  0.2367
H 1.688 -2.808 -0.935  0.3464
H -0.241 1.920 1.853  0.0950
H 4.002 -0.890 1.416  0.3282
H 1.984 1.853 -3.448  0.3135
H -0.998 -2.670 1.536  0.2879
H -2.379 1.112 -0.281  0.4471
H 1.053 -2.537 0.249  0.1976
H 0.154 -2.490 2.566  0.2654
H -0.614 -0.967 -0.290  -0.5975
H 2.778 -0.822 -2.643  0.4225
H -1.850 1.799 -3.957  0.4674
H -2.788 -0.617 -2.623  0.2758
H -2.799 -1.505 2.867  0.3251
H -3.162 1.628 -2.636  0.3965
H -0.238 0.220 3.632  0.3170
H -2.477 -3.941 -0.047  0.2780

=====

[6]
Formula: C18H31AsCl4F7MgN3O6P
Source: the OMol25 dataset
Level of theory: wB97M-V/def2-TZVPD

Computed properties:
**Energy relative to the best compared isomer or geometry (same formula, charge and spin)**: 159.59 kcal/mol
**Total charge**: +1
**Lowest unoccupied orbital energy**: -8.25 eV
**HOMO**: -10.783 eV
**HOMO-LUMO gap**: 2.5 eV

Last column: Mulliken charge in e.
Element x y z (Å)
As 7.338 2.310 -1.614  1.9894
Cl 4.902 -4.564 1.379  -0.0921
Cl 6.570 -5.140 3.684  -0.0738
Cl 5.941 -7.242 1.787  -0.0694
Cl 7.735 -5.093 1.027  -0.0639
P -4.220 1.189 1.173  1.0302
Mg 5.569 -0.576 1.750  1.1758
F 3.127 1.953 -2.920  -0.5605
F 9.090 2.352 -1.257  -0.4960
F 6.978 2.358 0.143  -0.5170
F 5.588 2.258 -1.960  -0.4734
F 7.367 0.510 -1.536  -0.5139
F 7.692 2.245 -3.365  -0.4786
F 7.302 4.096 -1.673  -0.4747
O -4.590 1.765 2.548  -0.6178
O 0.088 2.902 3.761  -0.6392
O -3.585 -0.396 1.457  -0.4893
O -5.640 1.034 0.228  -0.5160
O -4.656 -3.685 -2.267  -0.3901
O -3.583 -5.712 -1.672  -0.5189
N -0.860 -0.641 -2.716  -0.0530
N 1.245 -0.839 -1.385  0.0741
N -1.509 4.100 4.895  0.1535
C -4.133 -1.708 -3.817  -0.6703
C 2.350 0.104 -1.792  -0.6966
C 3.476 -1.310 0.136  -0.1492
C -3.859 -2.449 -2.422  0.0624
C -0.736 0.737 -0.528  -0.6933
C -2.932 0.813 -2.038  -0.2054
C -2.885 2.274 0.322  -0.5250
C -3.403 -4.002 0.088  -0.6033
C -0.448 3.960 4.053  0.0778
C 6.289 -5.512 1.970  0.2991
C -3.896 -4.528 -1.365  0.6342
C -2.074 2.916 5.516  -0.8470
C -2.921 -0.744 -4.303  -0.8631
C -0.079 -0.253 -1.550  -0.2664
C -2.093 5.393 5.191  -0.9168
C 3.744 -0.619 -1.324  0.1370
C -2.183 1.287 -0.755  0.5093
C -2.202 -0.168 -2.986  0.0317
H -4.431 -2.417 -4.660  0.3871
H -2.994 -4.891 0.679  0.3209
H -4.262 -3.561 0.705  0.2415
H 4.496 -1.646 0.621  -0.5335
H -2.206 -1.382 -4.925  0.2909
H -2.913 3.183 6.160  0.3672
H -4.199 -1.739 -1.574  -0.0022
H -3.143 5.388 4.888  0.3316
H 3.867 -1.514 -2.051  0.2524
H -2.109 2.497 1.131  0.1701
H -5.644 0.132 -0.168  0.3322
H -3.985 1.177 -2.270  0.4806
H -3.838 -0.987 0.706  0.2210
H 4.644 0.084 -1.333  -0.0529
H -2.024 5.577 6.266  0.3352
H -2.415 2.232 4.734  0.2034
H -5.040 -1.011 -3.640  0.2917
H -0.423 -1.302 -3.387  0.3774
H -1.570 6.189 4.658  0.3029
H -2.531 -3.249 -0.019  0.1235
H -0.186 1.055 0.430  0.4023
H 2.866 -2.282 0.013  0.2823
H -3.286 0.174 -4.892  0.3200
H -2.761 -2.780 -2.277  0.2634
H -3.335 3.206 -0.158  0.4415
H -0.098 4.919 3.638  0.3349
H 1.351 -1.735 -1.885  0.4041
H 2.350 0.333 -2.931  0.3248
H 2.295 1.126 -1.257  0.3074
H -1.300 2.420 6.107  0.3020
H 2.919 -0.569 0.827  0.4758